(1)
{"formula": "C2H4N2S2", "method": "the ωB97M-V functional and the def2-TZVPD basis", "de_lowest_kcal_mol": 93.3, "gap_ha": 0.306, "homo_energy_ev": -8.93, "smiles": "[H]/N=C\\NSC=S", "species": ["H", "N", "C", "N", "S", "C", "S", "H", "H", "H"], "positions_angstrom": [[-0.6853, -2.4495, 0.5689], [-1.4872, -1.5284, 0.8015], [-0.9202, -0.3275, 1.0992], [0.4143, -0.0535, 0.8716], [1.3696, -0.3790, -0.4717], [0.7825, 0.8269, -1.8033], [-0.3759, 1.9390, -1.6185], [-1.5227, 0.7040, 1.5751], [0.7680, 0.5748, 1.6125], [1.6570, 0.6932, -2.6353]], "forces_ev_per_angstrom": [[-2.56, 4.21, 0.62], [3.37, 1.51, 0.98], [-2.84, -3.07, -0.92], [0.92, 1.27, 1.25], [-1.23, 0.96, -0.86], [2.47, -0.59, 0.65], [0.84, -0.96, -0.49], [1.34, -3.56, -1.48], [0.21, -0.20, -1.27], [-2.52, 0.44, 1.51]]}


(2)
{"formula": "C2H4N2S2", "method": "the ωB97M-V functional and the def2-TZVPD basis", "de_lowest_kcal_mol": 67.3, "gap_ha": 0.299, "homo_energy_ev": -9.01, "smiles": "NC(=S)/C=N/S", "species": ["N", "C", "S", "C", "N", "S", "H", "H", "H", "H"], "positions_angstrom": [[-0.7720, -0.3513, -1.6060], [0.2965, -0.7732, -0.8869], [1.2433, -1.9552, -1.3529], [0.2997, 0.0201, 0.4168], [-0.7768, 0.8744, 0.5865], [-0.5752, 1.9529, 1.9843], [-1.5792, 0.1732, -1.2419], [-0.9842, -1.3177, -2.2674], [1.1558, -0.1652, 1.1887], [-2.0172, 2.2039, 2.1739]], "forces_ev_per_angstrom": [[-1.19, -4.80, -3.67], [-2.63, 2.90, 2.00], [1.61, -1.32, -0.05], [-1.98, 2.27, 1.39], [4.74, -2.25, 0.92], [-2.63, -0.68, -0.71], [0.97, -0.45, 0.10], [0.22, 4.16, 1.90], [-1.63, 0.61, -1.45], [2.51, -0.44, -0.42]]}


(3)
{"formula": "C2H4N2S2", "method": "the ωB97M-V functional and the def2-TZVPD basis", "de_lowest_kcal_mol": 87.7, "gap_ha": 0.307, "homo_energy_ev": -8.87, "species": ["C", "C", "H", "H", "H", "H", "N", "N", "S", "S"], "positions_angstrom": [[-0.1835, 0.0944, -0.5834], [1.1971, -0.4837, -0.4502], [-2.9240, 0.3963, -2.5620], [-0.6412, 0.6326, 0.3317], [1.6693, -0.9970, -1.3890], [2.6496, -0.1721, 2.9084], [-0.9479, -0.2742, -1.5336], [2.0423, -0.6777, 0.5727], [-2.5150, 0.1947, -1.1179], [1.6090, 0.3766, 1.9704]], "forces_ev_per_angstrom": [[0.80, -0.31, 2.36], [3.14, -2.05, -0.09], [0.50, -0.45, 2.91], [1.04, -0.53, -1.28], [-1.48, 0.86, 1.51], [-2.03, 0.97, -1.93], [0.60, 0.52, 0.51], [-3.17, 2.66, -1.28], [-1.69, 0.43, -3.71], [2.27, -2.10, 1.00]]}


(4)
{"formula": "C2H4N2S3", "method": "the ωB97M-V functional and the def2-TZVPD basis", "de_lowest_kcal_mol": 64.6, "gap_ha": [0.262, 0.243], "homo_energy_ev": [-8.51, -8.45], "species": ["C", "C", "N", "N", "S", "S", "S", "H", "H", "H", "H"], "positions_angstrom": [[2.1391, -0.1195, -0.0944], [-0.1915, -0.2143, 0.7186], [0.8947, 0.4354, -0.0179], [-0.1894, -1.6353, 0.5320], [3.4400, 0.6676, -0.7003], [2.3996, -1.6106, 0.8247], [-0.3130, -2.1901, -0.9380], [-0.2373, -0.0912, 1.7793], [-1.0944, 0.1536, 0.3314], [0.5996, 1.0244, -0.8201], [-0.9135, -1.1679, -1.5409]], "forces_ev_per_angstrom": [[-0.10, -0.15, 1.56], [0.81, -0.67, -0.61], [-0.82, 0.15, -0.64], [0.97, -0.69, 1.36], [0.17, -0.29, -0.46], [-0.37, 1.07, -0.66], [-0.46, -1.16, -1.09], [0.72, 0.65, 0.70], [-1.46, 0.88, -0.67], [0.66, -0.38, 1.08], [-0.11, 0.58, -0.58]]}


(5)
{"formula": "C2H4N2S3", "method": "the ωB97M-V functional and the def2-TZVPD basis", "de_lowest_kcal_mol": 37.1, "gap_ha": 0.327, "homo_energy_ev": -8.77, "smiles": "S=CNS/C=N\\S", "species": ["S", "C", "N", "S", "C", "N", "S", "H", "H", "H", "H"], "positions_angstrom": [[1.7308, 0.3711, 2.0225], [0.1217, 0.3142, 2.1368], [-0.7550, 0.3875, 1.1263], [-0.2759, 0.8075, -0.4096], [-0.1131, -0.8711, -1.0585], [0.2829, -1.2471, -2.2380], [0.7285, 0.0724, -3.3569], [-0.3915, 0.2495, 3.1527], [-1.6713, 0.4933, 1.4862], [-0.2428, -1.7189, -0.2981], [0.5858, 1.1416, -2.5633]], "forces_ev_per_angstrom": [[0.27, -0.14, 0.16], [0.58, 0.01, 2.07], [0.11, -0.02, 0.65], [-0.35, -0.95, -1.00], [0.94, -1.64, -0.85], [-0.33, 2.47, 1.32], [-0.42, -1.39, 0.51], [0.56, -0.04, -1.33], [-1.26, 0.14, -0.64], [-0.14, 1.45, -0.96], [0.04, 0.12, 0.06]]}


(6)
{"formula": "C2H4N2Se", "method": "the ωB97M-V functional and the def2-TZVPD basis", "de_lowest_kcal_mol": 11.5, "gap_ha": 0.339, "homo_energy_ev": -8.62, "smiles": "C1N=NC[Se]1", "species": ["C", "N", "N", "C", "Se", "H", "H", "H", "H"], "positions_angstrom": [[-0.8243, -0.2545, -0.9236], [-1.2173, 0.5933, 0.2400], [-0.3542, 0.7990, 1.0294], [0.9058, 0.2204, 0.8183], [1.0780, -0.7081, -0.8781], [-1.4248, -1.2493, -0.8872], [-0.9239, 0.0636, -1.9440], [1.6441, 0.9233, 0.8594], [1.1166, -0.3876, 1.6858]], "forces_ev_per_angstrom": [[-0.84, -3.24, -0.37], [-1.85, -0.44, -2.95], [0.57, 0.89, 1.73], [0.87, -1.94, 0.66], [-0.27, 0.05, 0.41], [0.76, 1.79, 0.27], [-0.90, 1.19, -0.01], [1.78, 2.30, 0.07], [-0.12, -0.60, 0.20]]}


(7)
{"formula": "C2H4N2Se", "method": "the ωB97M-V functional and the def2-TZVPD basis", "de_lowest_kcal_mol": 31.9, "gap_ha": 0.318, "homo_energy_ev": -8.61, "smiles": "C1N=NC[Se]1", "species": ["C", "N", "N", "C", "Se", "H", "H", "H", "H"], "positions_angstrom": [[-0.2005, 1.3420, 0.0330], [-1.1800, 0.4058, -0.1990], [-1.0171, -0.7970, -0.0793], [0.2911, -1.3269, 0.0433], [1.8209, 0.1369, -0.0273], [-0.1223, 2.1487, -0.7658], [-0.3695, 1.8440, 1.0460], [0.1412, -1.9615, 0.8992], [0.6363, -1.7921, -0.9501]], "forces_ev_per_angstrom": [[2.83, 1.78, 0.07], [-1.17, -0.79, 0.47], [-0.81, 1.10, -1.34], [2.59, 0.41, -1.86], [-3.65, 0.35, 0.86], [-0.14, -1.29, 0.96], [0.45, -0.89, -1.31], [1.15, -0.61, 0.30], [-1.25, -0.08, 1.84]]}


(8)
{"formula": "C2H4N3O", "method": "the ωB97M-V functional and the def2-TZVPD basis", "de_lowest_kcal_mol": 118.8, "charge": 1, "gap_ha": 0.352, "homo_energy_ev": -16.08, "species": ["C", "C", "N", "N", "N", "O", "H", "H", "H", "H"], "positions_angstrom": [[1.8750, 0.9480, -0.0354], [-0.9675, -0.5418, -0.3857], [2.4454, -0.0772, 0.0028], [-1.3979, 0.5283, -0.0427], [-0.6079, -1.7364, -0.6083], [-1.0260, 1.3681, 0.9269], [2.0382, 2.0997, 0.3388], [-0.5910, -2.2098, -1.5098], [0.1478, -2.1630, 0.0607], [-1.9161, 1.7841, 1.2527]], "forces_ev_per_angstrom": [[3.15, 1.62, 1.98], [-1.18, 4.05, 0.99], [-2.08, 1.50, -0.54], [1.37, -4.74, -0.19], [2.07, -2.41, 0.69], [-2.23, 2.20, 0.53], [-1.17, -3.12, -1.44], [-0.06, 0.57, -0.19], [-1.97, 1.07, -1.09], [2.10, -0.77, -0.73]]}


(9)
{"formula": "C2H4N3O5", "method": "the ωB97M-V functional and the def2-TZVPD basis", "de_lowest_kcal_mol": 17.3, "charge": -1, "gap_ha": 0.310, "homo_energy_ev": -5.00, "species": ["C", "C", "N", "N", "N", "O", "O", "O", "O", "O", "H", "H", "H", "H"], "positions_angstrom": [[0.5213, 0.8250, 1.0269], [0.8327, -0.2497, 0.1021], [1.8541, -0.2568, -0.6504], [2.2201, -1.1373, -1.5854], [-2.8898, 0.3831, 0.3123], [3.0478, -1.9721, -1.2681], [-2.2084, 1.4293, 0.2778], [1.8111, -0.9639, -2.7148], [-4.0679, 0.4255, -0.0140], [-2.3607, -0.6700, 0.6738], [-0.4713, 1.2223, 0.7012], [1.2738, 1.6066, 1.0431], [0.3324, 0.4224, 2.0199], [0.1046, -1.0643, 0.0755]], "forces_ev_per_angstrom": [[-0.21, 0.64, 0.05], [-0.08, -1.44, -0.73], [0.43, 2.23, 1.22], [-0.26, -1.07, -0.52], [-0.04, 0.52, -0.13], [0.12, -0.23, 0.16], [0.17, 0.83, -0.12], [-0.20, 0.04, -0.27], [-1.03, -0.15, -0.22], [0.57, -1.08, 0.34], [0.37, -0.16, 0.20], [0.16, 0.00, 0.02], [0.03, -0.07, 0.10], [-0.04, -0.03, -0.12]]}


(10)
{"formula": "C2H4N3OS", "method": "the ωB97M-V functional and the def2-TZVPD basis", "de_lowest_kcal_mol": 97.4, "charge": -1, "gap_ha": 0.270, "homo_energy_ev": -3.50, "species": ["C", "C", "N", "N", "N", "O", "S", "H", "H", "H", "H"], "positions_angstrom": [[0.5884, 1.0538, -0.0085], [1.6528, 1.6161, 0.4149], [1.6348, -1.0639, -0.0226], [0.5642, -0.4444, -0.2752], [2.5621, -0.6562, 0.5917], [-0.4861, -0.9167, -0.9358], [-2.9893, -0.9401, 0.4617], [-0.3806, 1.4707, -0.0048], [2.3915, 2.3384, 0.4109], [-3.8468, -1.5739, -0.4463], [-1.6911, -0.8838, -0.1861]], "forces_ev_per_angstrom": [[0.68, -0.73, 0.65], [0.84, -3.06, -0.21], [0.25, -1.25, 0.86], [-1.89, 2.42, -0.23], [0.63, 2.05, -0.51], [-0.12, -0.51, -0.35], [-1.71, -0.34, 0.15], [-1.15, -0.02, -0.74], [0.74, 1.24, 0.55], [1.23, 0.62, 0.63], [0.50, -0.42, -0.79]]}


(11)
{"formula": "C2H4N3P", "method": "the ωB97M-V functional and the def2-TZVPD basis", "de_lowest_kcal_mol": 37.4, "gap_ha": 0.368, "homo_energy_ev": -9.08, "smiles": "Pn1ccnn1", "species": ["P", "N", "C", "C", "N", "N", "H", "H", "H", "H"], "positions_angstrom": [[-1.4678, -1.5538, -0.3179], [-0.2697, -0.3813, -0.1039], [0.4564, 0.0025, 0.9326], [1.2732, 1.0728, 0.6129], [1.0737, 1.3892, -0.6729], [0.2776, 0.7479, -1.2983], [-1.1928, -1.7358, -1.6738], [-2.5123, -0.6589, -0.5969], [0.3942, -0.4847, 1.8868], [1.9675, 1.6020, 1.2314]], "forces_ev_per_angstrom": [[-0.32, -0.34, 0.18], [1.57, 2.14, -1.20], [0.00, 0.10, -0.30], [-0.10, -0.58, 1.15], [0.74, 0.94, -0.42], [-1.65, -2.05, 0.64], [0.01, -0.24, -0.35], [-0.34, 0.04, -0.01], [-0.01, -0.09, 0.24], [0.10, 0.07, 0.08]]}


(12)
{"formula": "C2H4N3S", "method": "the ωB97M-V functional and the def2-TZVPD basis", "de_lowest_kcal_mol": 88.0, "charge": 1, "gap_ha": [0.273, 0.274], "homo_energy_ev": [-14.23, -13.80], "species": ["C", "C", "N", "N", "N", "S", "H", "H", "H", "H"], "positions_angstrom": [[1.7536, 0.2222, 0.1198], [1.2906, -1.1336, -0.0039], [1.0836, 1.2513, 0.1413], [-0.9512, -0.0031, 0.3327], [-2.0959, 0.5179, 0.0367], [-0.3488, -1.4430, 0.0775], [2.8408, 0.2893, 0.2533], [1.9459, -1.9879, 0.0229], [-2.2957, 1.4038, 0.4920], [-2.5942, 0.2895, -0.8172]], "forces_ev_per_angstrom": [[1.70, -1.13, 0.00], [-1.82, -0.19, 0.29], [-1.46, 1.07, 0.01], [0.63, 1.56, 0.69], [0.06, -0.50, -0.31], [0.71, -0.53, -0.66], [0.11, 0.23, 0.00], [0.05, -0.20, -0.06], [0.10, -0.17, -0.02], [-0.07, -0.14, 0.05]]}